1.
This record from the OMol25 dataset describes C32H86O12 as an isolated structure at a distorted geometry. The level of theory is ωB97M-V/def2-TZVPD.

Geometry as ORCA input:
```
! wB97M-V def2-TZVPD RIJCOSX def2/J DEFGRID3
* xyz 0 1
O 3.68170 1.98626 0.47790
O 0.21529 0.82640 4.35114
O -2.40694 1.59850 3.79039
O 1.98703 -2.31830 4.01016
O 1.44426 2.45334 2.25024
O -1.47001 4.37510 -5.56354
O -5.62383 -1.82588 0.80589
O -1.95489 -2.32757 5.02250
O 0.32675 0.00800 -2.29394
O 0.05509 -1.92806 -4.08643
O 2.40688 1.82321 -1.82607
O 0.17099 -4.51304 -2.58213
C -2.90155 -2.60953 4.00753
C 0.49914 -6.57283 -1.55162
C -0.26331 4.05239 2.84136
C -1.82926 2.49511 4.78308
C 4.78273 0.72881 2.08732
C -3.04682 4.55341 -3.72841
C 5.76116 1.21858 -0.14267
C -0.60762 0.42771 -0.12820
C 0.16278 -4.47809 -0.16856
C 1.09982 3.89951 2.01875
C -3.56452 -2.74000 0.73595
C 1.21998 -1.16086 3.49417
C 4.39489 0.85740 0.61315
C 0.92632 -0.28964 4.67953
C -2.35062 -2.15327 2.68081
C -1.25047 1.83223 5.98942
C 1.16393 -1.30372 -0.56459
C -4.37076 -1.47831 -1.23298
C 0.38111 -2.14533 -5.40168
C -2.98455 3.51891 5.15734
C -0.06959 -0.59978 -1.10389
C -3.47244 -3.90595 4.10438
C 2.71941 2.23621 -3.07821
C 1.84014 -2.79061 -5.26659
C -1.66560 4.04699 -4.14353
C -1.26658 2.57141 -3.89946
C -4.71502 -2.39814 -0.05475
C 3.46462 1.27202 -3.97401
C 0.93706 4.02932 0.55362
C 0.46033 -0.80699 -6.11631
C -0.22390 -5.21159 -1.44388
C 3.67917 3.48634 -2.82198
H -1.25304 -2.56404 2.50161
H 0.47363 -0.48788 5.72056
H 1.83753 2.64335 -3.37447
H 2.86080 0.56892 -4.24995
H 5.27642 -0.33961 2.40213
H 1.85942 2.06769 1.49425
H -0.82417 -1.37271 -1.37159
H -1.60578 1.28886 3.43712
H 3.18654 1.87924 -0.28282
H 2.01140 -0.69515 2.70305
H 1.74912 1.07750 -1.86110
H 3.90495 3.90796 -3.76248
H 1.87976 0.03447 5.25557
H 3.87161 -0.14026 0.37590
H 3.86979 1.77873 -4.82988
H -4.34690 -4.09937 3.28004
H -3.09763 5.55960 -3.77081
H -3.72446 4.10300 -4.39275
H -3.76803 -0.69783 -0.95774
H -0.46380 1.10286 5.76817
H 0.29809 -0.77146 -3.01040
H -0.85772 2.75964 6.47313
H 2.57718 -2.15417 -4.99187
H 0.47713 -7.20154 -2.35841
H -3.52947 -1.82444 4.18581
H -1.48638 2.20587 -2.89782
H -1.07123 0.15061 0.91192
H -0.94492 4.80045 -3.64300
H 0.62709 -1.07635 -7.23092
H -1.31503 -5.41129 -1.54280
H 4.37345 0.94860 -3.42821
H 3.97323 0.69817 2.67380
H 6.53129 1.92458 0.22568
H -3.78757 -3.43744 1.62959
H 0.46191 -1.45709 3.14905
H -2.28330 -2.57100 5.81615
H 0.38249 5.15703 0.08137
H 1.15718 -4.30407 -0.20621
H -0.02756 -2.81154 -3.71936
H 1.64903 -2.09060 -1.29517
H 1.28482 -0.15228 -5.68954
H 1.57324 -6.43721 -1.41988
H 2.01879 -0.65980 -0.67068
H -3.72233 3.09250 5.70287
H 6.26106 0.26802 -0.32594
H -1.99089 -1.19600 2.75525
H -2.92541 -2.21359 1.75122
H 0.00193 -7.18712 -0.93463
H 0.04132 3.73830 3.90248
H 5.62718 1.58219 -1.23845
H -3.58307 3.92563 4.22108
H 0.31495 3.18556 0.23708
H -3.75119 -1.99224 -2.06823
H -3.00091 -1.96806 1.20970
H -0.32879 -0.39182 -6.14147
H -6.44084 -1.82764 0.28724
H -5.17595 -1.11339 -1.81600
H -0.96508 3.30084 2.46236
H -2.76366 -4.61150 3.87091
H -1.91467 1.93237 -4.71517
H 1.72749 -2.40726 4.80419
H -1.06977 3.30883 4.26922
H 0.55359 1.39165 3.67135
H 4.69956 3.08457 -2.59730
H 0.17575 1.18526 0.16646
H -0.22793 -3.58092 -0.27203
H -2.87129 -3.39985 0.13896
H 5.36178 1.58779 2.44907
H -0.56331 5.04338 2.81016
H -0.00999 -4.88520 0.76739
H -0.17001 -2.68090 -6.05603
H -4.80297 -3.41678 -0.66780
H 1.97418 -3.06559 -6.18967
H -0.99219 5.14973 -5.74255
H -0.18283 2.39895 -4.20125
H 1.92126 4.49527 2.53147
H 3.55884 4.20798 -2.12877
H -4.16973 -4.11267 5.02508
H 0.88356 -1.76283 0.32121
H 0.25229 -5.24533 -3.23727
H -1.26460 1.12020 -0.54145
H 1.77968 3.95106 -0.11342
H 2.07398 -3.47347 -4.46410
H -2.09835 1.30292 6.46419
H -2.63749 4.25359 5.81556
H -3.10635 4.38592 -2.59123
*
```

## Properties
- E_LUMO: 0.266 eV

2.
This record from the OMol25 dataset describes C47H43F3IN2OPtSSb as an isolated structure at a distorted geometry. The level of theory is ωB97M-V/def2-TZVPD.

Geometry as ORCA input:
```
! wB97M-V def2-TZVPD RIJCOSX def2/J DEFGRID3
* xyz -2 1
Pt 1.20759 -0.23162 0.01003
I 3.79224 -2.58899 1.32846
Sb 1.80363 2.07631 1.30009
S 0.45867 -2.64968 -0.10174
F 6.12737 6.90159 -2.57435
F -5.23284 3.44658 0.98650
F 4.78384 1.14100 6.78461
O -3.97625 -1.69029 1.85110
N -1.84358 -3.65983 -0.95594
N -1.99106 -2.24008 0.89046
C 3.25116 -0.71195 0.25979
C -3.96754 1.37733 0.54447
C 2.70772 1.65058 3.23733
C -0.20812 2.42811 1.99138
C 2.91349 0.37708 3.77737
C -3.97362 -5.57694 -1.97754
C -3.85394 1.20629 -1.96627
C 2.84269 3.89692 -2.15589
C 3.48640 0.70829 -1.65478
C 3.91726 2.58687 5.13795
C 2.85324 5.26965 -2.08082
C 4.27772 1.77892 -1.47026
C 3.22546 2.74691 3.93657
C 4.09511 1.30812 5.62340
C 3.60841 0.19605 4.97490
C -5.30365 2.14811 0.40111
C -5.81674 2.32375 -0.98374
C 5.63136 4.70438 -3.26213
C 4.16920 3.22982 -1.86610
C -2.27235 1.23389 2.36643
C 3.99356 6.13185 -2.05264
C -0.71478 0.26541 -0.44287
C 5.04376 3.50521 -3.06192
C 5.50121 -0.74014 -1.03626
C 5.22466 5.86406 -2.55061
C -0.93055 3.39452 1.28754
C 1.34349 1.87188 -2.46886
C -5.15314 1.87339 -2.04852
C -3.09461 -3.21368 -1.59026
C -0.92371 1.41661 2.63496
C -3.57813 -4.23814 -2.60253
C 3.97132 -0.66296 -1.13422
C -2.60120 -5.02272 1.70968
C 1.62252 3.21038 -2.45328
C -3.56674 -4.00982 1.59893
C 3.53270 -1.79974 -2.07458
C -5.28806 -5.66702 2.01662
C -2.89917 2.02873 1.41155
C -1.89414 0.50052 -0.68956
C -1.22645 -2.84215 -0.05732
C -4.32235 -6.67068 2.11060
C -3.24272 1.00298 -0.78721
C -4.91466 -4.35350 1.78046
C -3.23277 -2.58534 1.43157
C -2.27386 3.19484 0.99119
C 2.08791 0.73004 -2.08140
C -2.98112 -6.33217 1.97238
H 3.74508 -1.53603 -3.11765
H -4.43225 -3.80491 -3.12973
H -1.65360 -1.31796 1.15015
H -2.79265 0.35417 2.74280
H 3.84247 7.15683 -1.72827
H -1.15773 -4.00419 -1.60811
H 4.32240 3.43425 5.68296
H -3.85646 -3.07225 -0.82368
H 1.88644 5.76510 -2.03210
H -5.65055 -3.55964 1.72843
H 3.78767 -0.03170 0.90943
H 5.25783 1.59107 -1.03847
H 5.96646 -0.42720 -1.97764
H -4.21148 0.42486 1.01497
H 5.80308 -1.76661 -0.82601
H 1.69357 -0.18164 -2.50388
H 4.59990 3.80102 -1.03864
H -0.39478 0.68022 3.22965
H -4.32361 -6.27868 -2.74201
H 2.53183 -0.49853 3.25573
H -2.94355 -2.24915 -2.07995
H -6.05116 1.63682 0.99957
H 6.39044 4.83644 -4.02773
H 3.08750 3.74962 3.53521
H -5.57370 2.03716 -3.03568
H 0.34176 1.63394 -2.81286
H 3.77482 -0.79018 5.39658
H -3.34757 0.92310 -2.88058
H -2.21983 -7.09814 2.07165
H 0.80091 3.85584 -2.75361
H 2.47912 -2.04151 -1.98024
H 5.89590 -0.11756 -0.22918
H 4.08935 -2.70930 -1.83100
H 5.23873 2.67794 -3.74060
H -3.12623 -6.02868 -1.45579
H -4.77290 -5.44216 -1.23903
H -4.61251 -7.69761 2.30165
H -6.75420 2.86509 -1.08078
H -2.78072 3.85225 0.29099
H -1.54788 -4.77543 1.63214
H -6.33553 -5.91443 2.13894
H -0.40225 4.22258 0.81772
H -2.79001 -4.39436 -3.35114
*
```

## Properties
- E_LUMO (alpha / beta): 3.213 / 3.213 eV

3.
This record from the OMol25 dataset describes C39H42BrF4N3O3P2Ti as an isolated structure at a distorted geometry. The level of theory is ωB97M-V/def2-TZVPD.

Geometry as ORCA input:
```
! wB97M-V def2-TZVPD RIJCOSX def2/J DEFGRID3
* xyz 3 2
Br -2.90925 12.18591 15.36746
Ti 0.07226 13.32544 17.15413
P -0.42033 14.69226 14.88549
P -1.56065 11.34041 18.39982
F -2.78801 8.80448 19.36494
F -5.17177 10.41441 14.74642
F -4.71738 7.39586 18.32193
F -6.00416 8.19062 16.06457
O 0.77223 15.14614 17.26605
O 1.09852 11.86547 16.37790
O 1.33674 17.24446 16.90535
N 3.36727 14.87055 20.09320
N 0.04984 17.75462 19.74401
N 1.07151 13.37517 19.19411
C -2.32742 11.28810 21.13151
C -3.53330 10.77478 16.41018
C 1.48830 14.16545 21.54809
C 1.05357 16.17144 16.42480
C -2.33138 11.97937 19.92315
C -3.62868 13.74837 20.90087
C -3.68495 13.03527 22.10303
C -1.74037 15.83317 15.33027
C 0.46695 13.99433 20.43959
C -4.58758 10.05570 15.89058
C -0.18725 15.35335 20.23487
C -3.17063 16.55878 17.12779
C -2.88235 10.37714 17.59914
C 0.99105 15.85885 14.97276
C 2.26897 11.82542 15.47925
C 1.87044 16.61968 21.08376
C 1.89035 8.33648 18.67876
C -1.87570 17.07160 14.72497
C -2.69899 18.03902 15.27957
C 0.56206 14.01753 12.35932
C -0.00856 9.28509 17.55780
C 1.09432 8.43742 17.53563
C -2.96274 13.21868 19.81597
C -2.42385 15.58607 16.54370
C -1.92921 13.76092 11.18660
C -0.77905 13.53369 10.44283
C -2.99996 11.84572 22.22247
C -4.35529 8.49016 17.67961
C -0.32393 10.05458 18.70440
C -0.57241 14.27035 13.12029
C -3.30595 9.22717 18.21003
C 2.54248 15.25022 21.28625
C 0.56591 10.01540 19.78203
C 0.47563 13.63279 11.03825
C 0.83685 16.46456 20.00935
C -5.02522 8.90790 16.54801
C -1.82150 14.12169 12.52077
C 1.65714 9.16275 19.76803
C -3.34638 17.78986 16.49528
H 0.94792 14.37319 22.49778
H 0.37739 10.54984 20.69849
H -2.77955 19.00580 14.77059
H 2.26752 9.06574 20.64740
H -3.67894 16.30766 18.04556
H -4.03350 18.53245 16.91421
H 2.64616 17.31967 20.79106
H -2.90872 13.68844 10.75726
H 1.56607 14.12369 12.78044
H -1.84723 10.31918 21.24769
H 3.91478 14.06474 20.34970
H 1.47187 16.90550 22.05108
H -2.35231 14.60180 16.96332
H 1.37530 16.27755 19.06166
H -0.67795 9.30301 16.69584
H 4.05162 15.60832 19.91333
H -4.26903 13.41256 22.93875
H 1.87841 12.08888 14.49853
H 2.97167 12.53978 15.87888
H 1.39201 13.49036 10.46513
H -0.88187 15.36609 19.39647
H -2.95645 13.71336 18.84347
H 0.74166 18.51688 19.65875
H -2.98400 11.31472 23.16917
H 1.39759 12.47390 19.51846
H 2.72190 7.66948 18.70520
H -0.72208 15.57943 21.13737
H -4.11693 14.71573 20.80907
H -0.59369 17.96908 20.50784
H 2.02176 13.23621 21.74910
H 0.99123 10.96292 16.73949
H 3.13336 15.31307 22.21075
H 1.35382 7.85191 16.67960
H -0.43213 17.70691 18.83987
H -0.83517 13.26021 9.38928
H 1.92227 13.94909 19.02213
H -1.37999 17.38989 13.82215
H 0.81161 16.77767 14.45691
H -0.25666 13.26644 20.80825
H -2.73037 14.32076 13.08695
H 1.90101 15.41429 14.60191
H 2.65422 10.82308 15.53797
*
```

## Properties
- E_LUMO (alpha / beta): -8.868 / -8.531 eV

4.
This record from the OMol25 dataset describes a 8-piece molecular cluster, C11H38O8 overall at a distorted geometry. The level of theory is ωB97M-V/def2-TZVPD.

Geometry as ORCA input:
```
! wB97M-V def2-TZVPD RIJCOSX def2/J DEFGRID3
* xyz 0 1
O 1.08947 0.30175 2.57192
O -1.28445 -0.35078 3.93290
O -2.04946 -0.59063 0.42997
O -0.72737 -2.92203 0.89989
O 0.96255 3.12579 1.47633
O 2.97104 1.19582 -2.99410
O 0.35374 1.90931 -3.08404
O 1.41939 -3.38591 -2.64138
C 1.11104 -0.36815 1.28879
C 0.88020 -2.18635 -2.10880
C 0.59153 -1.35706 -3.34940
C 3.61682 2.11087 -2.16434
C -1.26219 -3.23957 2.22024
C 2.19141 0.18136 0.42924
C -3.21043 -0.68576 -0.49624
C -0.33267 3.54499 1.25576
C -0.98770 0.10977 5.19878
C -2.74312 -0.92185 -1.93631
C -0.30445 1.95860 -1.85167
H 0.20476 2.62451 -1.18565
H 2.92987 2.40470 -1.41444
H -0.25659 4.62064 0.84660
H -3.46483 -1.37629 -2.62406
H 2.02371 1.37717 -3.19126
H -0.04225 -0.35941 5.45359
H 0.38056 2.77661 -3.49268
H -0.87270 -2.51016 2.92291
H -2.21770 -0.26124 3.69485
H -0.81780 2.81135 0.65174
H 0.35064 -0.02940 3.09047
H 1.43096 -3.97851 -1.89954
H -2.32817 -0.35328 1.27913
H 4.48761 1.61224 -1.70580
H -2.32715 -3.14968 2.24884
H 1.99927 0.16021 -0.67276
H 1.22049 -1.48310 1.42804
H -2.34644 -0.06472 -2.27239
H -0.05958 -2.50497 -1.60667
H 0.21784 -0.14817 0.83748
H 3.93368 2.90091 -2.85915
H -0.17075 1.01164 -1.42795
H -0.82369 1.17267 5.05113
H -3.89267 -1.41767 -0.18476
H 1.63184 -1.81433 -1.40648
H 2.33570 1.24247 0.69635
H -1.07170 -2.11150 0.52787
H -1.29979 2.15705 -1.96473
H 1.50248 -0.85585 -3.66444
H 0.31582 -1.97493 -4.16191
H -3.71384 0.26762 -0.40144
H -1.02319 -4.27833 2.51071
H 3.07001 -0.31241 0.59414
H -1.95532 -1.66157 -1.85670
H -0.75169 3.60698 2.25964
H -1.74883 -0.17665 5.95529
H -0.15574 -0.67416 -3.10879
H 1.01984 2.31940 1.97527
*
```

## Properties
- E_LUMO: -0.118 eV
- SMILES string: CCO.CCO.CCO.CO.CO.CO.CO.CO